No. 1
This record from the Open Molecules 2025 dataset describes C7H12BF6Mn as an isolated structure. The level of theory is wB97M-V/def2-TZVPD.

Each line ends with the Löwdin spin population.
Positions of all 27 atoms, in Å:
C 3.50 -0.48 0.55  0.00
C 2.75 0.19 -0.60  0.01
C 1.61 1.14 -0.17  0.01
C 0.30 0.36 -0.03  0.05
C -0.87 0.78 0.83  0.01
B -2.27 -0.07 0.62  0.00
C -2.07 -1.56 0.06  0.00
F -0.98 -2.28 0.56  0.03
F -3.08 -2.38 0.04  0.00
F -1.59 -1.62 -1.43  0.08
C -3.26 0.76 -0.35  0.00
F -3.81 1.80 0.26  0.00
F -2.59 1.28 -1.43  0.00
F -4.26 0.03 -0.87  0.00
H 2.90 -0.46 1.46  0.00
H 4.43 0.03 0.74  0.00
H 3.72 -1.53 0.35  0.00
H 2.30 -0.65 -1.25  0.01
H 3.43 0.69 -1.29  0.00
H 1.86 1.57 0.80  0.00
H 1.51 1.91 -0.92  0.00
H -0.06 0.28 -1.10  0.01
H 0.63 -0.65 0.36  0.01
H -1.06 1.83 0.59  0.00
H -0.54 0.77 1.87  0.00
H -2.81 -0.22 1.68  0.00
Mn 0.31 -1.54 -1.31  4.77

Results
Multiplicity: 6
Expectation value of S²: 8.753
Highest occupied orbital energy (spin up / spin down) (eV): -14.09 / -14.10
Lowest unoccupied orbital energy (spin up / spin down) (Ha): -0.2413 / -0.2499
Max |F| (eV/A): 1.59
Total charge: +1

No. 2
This record from the Open Molecules 2025 dataset describes a single C7H13N2OPS molecule. The level of theory is wB97M-V/def2-TZVPD.

Each line ends with the natural charge from an NBO analysis.
Positions of all 25 atoms, in Å:
C 2.81 0.36 -0.62  -0.25
O 1.41 0.28 -0.76  -0.84
P 0.32 0.37 0.40  1.03
S -1.25 -0.72 -0.53  -0.13
C -0.95 -2.45 -0.10  -0.32
C 0.53 -2.83 -0.21  -0.63
C -1.55 -2.70 1.29  -0.60
C -0.34 1.98 0.13  -0.07
N 0.48 2.96 0.45  -0.44
C -0.15 4.09 0.18  -0.09
C -1.41 3.78 -0.37  -0.10
N -1.46 2.46 -0.41  -0.49
H 3.22 1.20 -1.15  0.19
H 3.28 -0.61 -1.10  0.18
H 3.17 0.54 0.43  0.19
H -1.50 -2.82 -0.87  0.21
H 1.12 -2.40 0.70  0.22
H 0.68 -3.99 0.01  0.22
H 0.90 -2.49 -1.16  0.23
H -1.05 -2.05 1.92  0.21
H -1.40 -3.88 1.54  0.20
H -2.65 -2.46 1.39  0.22
H 0.35 5.00 0.17  0.20
H -2.29 4.41 -0.57  0.22
H -2.29 1.97 -0.76  0.44

Results
Energy above the lowest of the compared OMol25 structures with the same formula, charge and spin (kcal/mol): 0.0
Multiplicity: 1
Highest occupied orbital energy (eV): -8.34
Lowest unoccupied orbital energy (Ha): 0.0230
SMILES: COP(SC(C)C)c1ncc[nH]1
Max |F| (eV/A): 4.48